1.
DFT (the ωB97M-V functional and the def2-TZVPD basis) results for the ion C11H17FN with charge +1.

Summary:
Calculated total energy: -583.49902 a.u.
Total charge: +1
E_LUMO (alpha / beta): -3.089 / -6.603 eV
Strongest force on any atom: 6.356 eV Å⁻¹
Spin multiplicity: 3
Expectation value of S²: 2.056
HOMO-LUMO gap (alpha / beta): 5.844 / 6.507 eV
Highest occupied orbital energy (alpha / beta): -8.933 / -13.110 eV
Molecular weight: 182.3 g/mol

```
30
Properties=species:S:1:pos:R:3:nbo_charge:R:1
C -3.47277 -0.00572 -0.58223 -0.14
C -2.84127 1.22635 -0.31930 -0.12
C -2.87684 -1.14618 -0.20552 -0.22
C -1.54438 1.22088 0.19216 -0.24
C -1.60215 -1.22178 0.33929 -0.18
C -0.92045 -0.00346 0.53633 -0.07
C 1.05683 1.36237 1.30996 -0.67
C 1.80535 1.13824 -1.40047 -0.68
C 1.47546 -1.43420 -1.64167 -0.68
C 0.55363 0.06336 0.71820 0.10
C 1.63900 -0.20690 -0.66979 0.43
N 0.89603 -1.05806 1.74993 -0.77
F 2.80210 -0.56196 0.09722 -0.41
H -4.50286 0.00393 -0.82752 0.22
H -3.47217 2.11913 -0.32255 0.22
H -3.36837 -2.13699 -0.28205 0.24
H -1.19789 2.26044 0.37878 0.24
H -0.94963 -1.99263 0.71503 0.16
H 0.51950 1.52161 2.24490 0.22
H 0.91874 2.24582 0.67655 0.26
H 2.12673 1.29009 1.74931 0.25
H 0.83304 1.32943 -1.78140 0.24
H 2.25125 2.04434 -0.82002 0.24
H 2.55913 0.94720 -2.15309 0.24
H 1.69332 -1.16489 -2.66698 0.25
H 0.49462 -1.85968 -1.54948 0.23
H 2.27686 -2.17769 -1.45368 0.25
H 1.79477 -1.49464 1.38882 0.47
H 0.01035 -1.77910 1.84890 0.45
H 1.04208 -0.52931 2.73038 0.46
```

2.
DFT (the ωB97M-V functional and the def2-TZVPD basis) results for the ion C5H13N2O with charge +1.

Summary:
Calculated total energy: -382.75998 a.u.
Total charge: +1
E_LUMO: -3.382 eV
Strongest force on any atom: 4.154 eV Å⁻¹
ΔE to the lowest compared entry with this formula, charge and spin: 2.766 eV
SMILES string: N[C@@H](C=O)CCC[NH3+]
HOMO-LUMO gap: 9.980 eV
Highest occupied orbital energy: -13.362 eV
Molecular weight: 117.2 g/mol

```
21
Properties=species:S:1:pos:R:3:nbo_charge:R:1
N 0.58757 -1.27161 -0.26628 -0.87
C 1.07360 -0.06052 0.55309 -0.17
C 2.40162 0.57109 0.15049 0.43
O 2.69139 0.66536 -0.98798 -0.48
C 0.01535 0.98976 0.29836 -0.42
C -1.46498 0.90021 0.82092 -0.42
C -2.24401 -0.41261 0.48610 -0.25
N -2.19703 -0.97258 -0.90322 -0.70
H 0.95258 -2.11841 0.17042 0.40
H 0.93998 -0.98925 -1.10520 0.38
H 1.07782 -0.33898 1.66548 0.22
H 3.09878 0.89700 0.98825 0.14
H -0.25774 1.11772 -0.77730 0.20
H 0.52281 1.98279 0.55875 0.24
H -1.46533 1.01868 1.95006 0.25
H -2.17744 1.77244 0.51239 0.24
H -3.23840 -0.24609 0.91152 0.25
H -1.92905 -1.28405 1.13524 0.23
H -2.84384 -1.78746 -0.97073 0.45
H -2.48122 -0.31083 -1.54982 0.42
H -1.15325 -1.25464 -1.25249 0.49
```

3.
DFT (the ωB97M-V functional and the def2-TZVPD basis) results for a structure of composition C33H25N4Sn.

Summary:
Calculated total energy: -1705.74376 a.u.
Total charge: -1
E_LUMO (alpha / beta): 2.091 / 1.186 eV
Strongest force on any atom: 1.313 eV Å⁻¹
ΔE to the lowest compared entry with this formula, charge and spin: 2.664 eV
HOMO-LUMO gap (alpha / beta): 6.043 / 4.567 eV
Highest occupied orbital energy (alpha / beta): -3.952 / -3.380 eV
Molecular weight: 596.3 g/mol

```
63
Properties=species:S:1:pos:R:3:nbo_charge:R:1
Sn -1.35125 0.58958 0.71257 1.73
C -4.45757 4.99129 2.25702 -0.27
C -3.09529 4.82553 2.45572 -0.21
C -2.34972 4.01434 1.61453 -0.27
C -2.95072 3.34707 0.54252 0.27
C -4.33833 3.49810 0.37227 -0.28
C -5.07379 4.31279 1.21138 -0.20
N -2.19781 2.48475 -0.24953 -0.77
C -2.42248 2.37250 -1.59110 0.27
C -2.86719 3.43241 -2.40985 -0.29
C -3.01349 3.27796 -3.77177 -0.22
C -2.71913 2.05622 -4.38717 -0.27
C -2.28312 0.99909 -3.62229 -0.21
C -2.13989 1.13070 -2.23034 0.03
N -1.81708 0.09914 -1.40101 -0.35
N -1.62621 -1.10081 -1.90786 -0.33
C -1.37328 -2.04740 -0.98699 0.33
C -1.22237 -3.39217 -1.40413 -0.24
C -1.00237 -4.36184 -0.46461 -0.17
C -0.93606 -4.01289 0.89590 -0.33
C -1.07641 -2.68629 1.22650 0.09
N -1.27492 -1.72652 0.32325 -0.56
H -5.03671 5.62825 2.91429 0.20
H -2.60703 5.33303 3.27970 0.20
H -1.28652 3.88121 1.77534 0.21
H -4.82204 2.94166 -0.41929 0.22
H -6.14331 4.40578 1.05983 0.20
H -3.07326 4.38544 -1.94173 0.21
H -3.35197 4.11719 -4.36870 0.20
H -2.82766 1.95327 -5.45991 0.20
H -2.04924 0.03995 -4.06308 0.22
H -1.29567 -3.60947 -2.46023 0.22
H -0.87931 -5.39704 -0.75926 0.20
H -0.78597 -4.75722 1.66485 0.21
H -1.04494 -2.35250 2.25948 0.20
C 0.79632 0.61371 0.31730 -0.36
C 1.73756 -0.18141 0.30953 -0.14
C 2.87880 -0.97427 0.37123 -0.08
C 3.31263 -1.41574 1.69944 -0.07
C 4.66563 -1.60632 2.02268 -0.20
C 5.04598 -2.05349 3.27561 -0.22
C 4.09279 -2.31357 4.25090 -0.23
C 2.75350 -2.07907 3.96647 -0.22
C 2.37113 -1.62823 2.71672 -0.13
C 3.58028 -1.33371 -0.85058 0.02
C 3.43831 -0.54815 -2.00577 -0.21
C 4.09848 -0.86863 -3.17638 -0.20
C 4.91430 -1.99159 -3.24401 -0.23
C 5.03350 -2.80602 -2.12516 -0.22
C 4.37382 -2.49134 -0.95209 -0.22
H 5.42604 -1.37278 1.29007 0.22
H 6.09797 -2.19536 3.49249 0.21
H 4.39042 -2.68870 5.22182 0.21
H 1.99776 -2.25411 4.72208 0.21
H 1.32630 -1.45052 2.49778 0.22
H 2.80404 0.32886 -1.95849 0.23
H 3.97836 -0.24033 -4.05023 0.21
H 5.43184 -2.24059 -4.16152 0.20
H 5.63921 -3.70320 -2.17308 0.20
H 4.44255 -3.16527 -0.11044 0.22
C -2.72079 0.40697 2.31327 -1.22
H -3.01906 1.44980 2.49330 0.18
H -2.09556 0.12993 3.18075 0.17
```

4.
DFT (the ωB97M-V functional and the def2-TZVPD basis) results for a cluster of 23 separate species, H46O23 in total.

Summary:
Calculated total energy: -1758.18518 a.u.
E_LUMO: -0.036 eV
Strongest force on any atom: 3.832 eV Å⁻¹
ΔE to the lowest compared entry with this formula, charge and spin: 0.984 eV
HOMO-LUMO gap: 10.590 eV
Highest occupied orbital energy: -10.627 eV
Molecular weight: 414.3 g/mol

```
69
Properties=species:S:1:pos:R:3:nbo_charge:R:1
O 8.92479 2.27160 11.40870 -1.01
H 8.33523 2.94636 11.13455 0.48
H 9.59569 2.06585 10.72535 0.52
O 6.18852 2.71723 19.55793 -1.00
H 6.89130 3.39762 19.30234 0.51
H 5.29844 2.81085 19.24284 0.52
O 11.11431 -2.25040 14.51048 -0.98
H 10.29970 -1.76009 14.75220 0.50
H 11.51373 -2.20838 15.40435 0.48
O 7.07622 0.44146 12.77425 -1.01
H 7.66379 1.06440 12.31669 0.50
H 7.14033 -0.35176 12.18927 0.50
O 8.58831 -3.35643 14.53557 -1.01
H 9.45526 -3.57964 14.74650 0.48
H 8.00806 -3.48723 15.38000 0.52
O 8.93797 2.30994 16.65750 -0.98
H 8.05145 2.39533 16.27773 0.48
H 9.37387 1.88299 15.91680 0.50
O 10.90912 -0.99970 11.64855 -1.01
H 11.28036 -1.33204 12.48989 0.50
H 9.92638 -1.11353 11.91658 0.50
O 11.28177 -1.46233 18.45642 -0.97
H 10.62883 -0.89083 18.16781 0.49
H 11.82004 -0.87637 18.98336 0.48
O 9.04408 0.08934 18.39246 -1.02
H 9.09468 1.00610 18.09420 0.52
H 8.44451 0.00930 19.16049 0.52
O 8.37286 -2.11498 12.19617 -1.00
H 8.42960 -2.60243 13.03635 0.51
H 8.33541 -2.81878 11.55790 0.48
O 10.18474 1.56825 14.19542 -1.00
H 9.68883 0.75722 14.37940 0.49
H 9.87004 1.96039 13.28932 0.51
O 8.86882 -3.21031 18.60908 -0.97
H 8.86212 -3.47390 17.69385 0.47
H 9.74112 -2.75294 18.61466 0.51
O 6.06570 3.51911 16.53820 -0.98
H 5.10712 3.59759 16.87484 0.50
H 6.30108 4.41343 16.24239 0.49
O 3.66456 2.29914 18.48777 -1.00
H 3.54077 1.49359 17.96423 0.51
H 2.90970 2.75188 18.21862 0.47
O 3.47680 -0.06751 17.30768 -0.98
H 4.12889 -0.66843 17.75190 0.52
H 3.73228 0.08946 16.43266 0.49
O 5.82583 -1.96172 22.51625 -0.97
H 6.77773 -1.90738 22.43052 0.48
H 5.51956 -2.01596 23.42106 0.49
O 8.93569 -0.71162 15.81464 -1.03
H 7.97858 -0.86643 15.53820 0.49
H 8.78052 -0.45818 16.79470 0.51
O 6.03201 -0.94808 17.58511 -1.03
H 6.25155 -0.89777 18.50031 0.53
H 6.01970 -0.07261 17.16455 0.51
O 6.60173 -3.52983 16.45645 -0.99
H 6.34143 -2.63923 16.85061 0.53
H 6.73625 -4.12830 17.21210 0.48
O 6.39737 -2.71234 19.49126 -1.02
H 6.32673 -3.02151 20.37695 0.49
H 7.24306 -2.76895 19.01956 0.51
O 6.73268 0.21633 19.96692 -1.02
H 6.22341 -0.01379 20.74656 0.49
H 6.70272 1.20109 19.90372 0.51
O 5.56063 1.03709 15.46285 -1.02
H 6.05316 0.72478 14.68748 0.52
H 5.62281 1.96864 15.60794 0.50
O 10.81259 1.20172 9.81180 -1.01
H 11.64390 1.47256 9.32288 0.49
H 11.01433 0.45687 10.43760 0.53
```

5.
DFT (the ωB97M-V functional and the def2-TZVPD basis) results for a cluster of 2 separate species, C7H10Cl2F3NO5 in total.

Summary:
Calculated total energy: -1923.68827 a.u.
E_LUMO: 0.479 eV
Strongest force on any atom: 0.927 eV Å⁻¹
SMILES string: O=COCCOC(=O)NCOC(F)(F)F.ClCCl
HOMO-LUMO gap: 11.391 eV
Highest occupied orbital energy: -10.912 eV
Molecular weight: 316.1 g/mol

```
28
Properties=species:S:1:pos:R:3:nbo_charge:R:1
O 6.67712 -0.43133 1.01542 -0.53
C 5.73085 -0.33231 0.30868 0.65
O 4.52710 0.04566 0.76754 -0.52
C 3.52907 0.33226 -0.21828 -0.11
C 2.30980 0.83873 0.54327 -0.08
O 1.55968 1.75716 -0.26662 -0.54
C 0.70241 1.12862 -1.12972 0.89
O 1.03229 0.70327 -2.19581 -0.59
N -0.58775 1.09431 -0.65134 -0.65
C -1.36312 -0.10727 -0.90702 0.09
O -2.01479 -0.41300 0.33045 -0.53
C -2.07094 -1.71618 0.65586 1.17
F -2.72072 -2.44188 -0.26978 -0.32
F -0.84979 -2.26428 0.78370 -0.33
F -2.71233 -1.82692 1.81424 -0.30
H 5.72459 -0.62673 -0.75669 0.10
H 3.30042 -0.56823 -0.79573 0.19
H 3.86366 1.11481 -0.90493 0.20
H 2.62712 1.39225 1.42643 0.22
H 1.65858 0.01476 0.86102 0.18
H -0.62142 1.37998 0.31901 0.41
H -2.12057 0.06005 -1.67390 0.20
H -0.71132 -0.92472 -1.22730 0.20
Cl -4.88851 1.09516 -0.96025 -0.03
C -5.48476 0.20904 0.45104 -0.39
Cl -6.21217 1.27818 1.65386 -0.02
H -6.23796 -0.49333 0.11578 0.22
H -4.64655 -0.29807 0.91108 0.22
```